No. 1
DFT (the ωB97M-V functional and the def2-TZVPD basis) results for C31H19ClIN4O3PtS2 as an isolated structure.

Geometry as XYZ:
```
62
Properties=species:S:1:pos:R:3:forces:R:3:lowdin_charge:R:1
Pt 0.053 -0.114 0.054 -1.061 0.680 -0.536 0.99
S -2.055 -1.156 0.193 0.902 0.489 0.103 0.74
C -2.877 -0.357 -1.106 -0.197 0.240 -0.133 -0.66
C -3.785 -1.098 -1.848 -0.051 0.179 -0.149 -0.05
C -4.595 -0.490 -2.800 0.587 0.909 0.596 -0.20
C -5.456 -1.261 -3.598 -0.587 -0.569 -0.492 -0.20
N -6.127 -1.912 -4.266 -0.128 -0.079 -0.047 0.15
C -4.517 0.912 -2.973 0.693 -0.818 0.623 -0.20
C -3.557 1.641 -2.282 -0.139 -0.183 -0.033 -0.06
C -2.704 1.023 -1.368 -0.100 -0.299 -0.003 -0.72
S -1.520 1.962 -0.537 0.655 -0.225 0.387 0.63
C -5.439 1.560 -3.813 -0.573 0.513 -0.605 -0.20
N -6.221 2.095 -4.464 -0.051 0.086 -0.122 0.16
H -3.862 -2.161 -1.672 0.022 -0.082 -0.064 0.11
H -3.482 2.708 -2.435 -0.010 0.037 -0.038 0.11
Cl 5.716 -0.209 3.763 0.105 0.030 0.029 0.66
C 4.063 -0.004 3.252 -0.152 -0.050 0.474 -0.62
C 3.053 -0.142 4.182 0.708 0.013 -0.300 -0.18
C 1.733 -0.046 3.784 -0.922 0.049 -0.017 -0.62
I 0.149 -0.227 5.156 0.372 -0.028 -0.093 0.91
C 1.353 0.158 2.457 0.711 -0.193 0.721 -0.46
O 0.127 0.138 2.090 -0.710 0.069 -0.864 -0.27
C 2.419 0.387 1.524 0.359 0.037 0.535 -0.15
N 2.037 0.716 0.265 0.229 -0.387 -0.501 0.00
C 2.964 0.968 -0.639 -0.616 0.298 0.075 -0.10
C 4.332 0.862 -0.365 0.335 0.070 0.546 -0.03
C 4.747 0.522 0.899 -0.248 0.096 -0.358 -0.01
C 3.781 0.298 1.908 -0.302 0.051 -0.152 -0.18
H 3.296 -0.346 5.214 0.045 -0.008 0.050 0.09
H 2.614 1.281 -1.612 -0.022 -0.135 -0.092 0.13
H 5.042 1.056 -1.156 0.002 0.006 -0.027 0.11
H 5.796 0.443 1.147 0.037 -0.024 -0.035 0.09
C -1.106 -3.469 2.585 -0.109 -0.104 0.240 -0.09
O -0.171 -3.211 1.563 0.136 -0.051 -0.363 -0.14
C -0.448 -3.697 0.314 0.278 -0.140 -0.347 -0.31
C -1.448 -4.600 0.004 0.112 0.018 0.212 -0.05
C -1.642 -4.994 -1.312 -0.029 -0.031 -0.127 -0.10
C -0.842 -4.492 -2.319 -0.123 -0.105 -0.016 -0.09
C 0.188 -3.617 -2.020 0.144 0.114 0.296 -0.01
C 0.402 -3.224 -0.708 -0.109 -0.414 0.170 -0.21
N 1.452 -2.385 -0.300 -0.223 -0.328 0.677 0.02
C 2.485 -1.985 -1.127 0.396 -0.267 0.227 -0.09
C 2.333 -1.290 -2.324 -0.476 0.348 -0.465 -0.23
C 3.446 -1.205 -3.201 -0.141 -0.075 0.269 -0.07
C 3.387 -0.537 -4.391 0.133 0.111 -0.259 -0.13
C 2.196 0.089 -4.779 0.253 -0.010 -0.063 -0.11
C 1.102 0.062 -3.947 -0.234 -0.183 0.270 -0.02
C 1.115 -0.590 -2.696 1.132 0.026 -0.612 -0.38
O 0.054 -0.512 -1.960 -0.896 0.080 0.953 -0.25
H -0.803 -2.859 3.434 -0.010 -0.030 -0.028 0.05
H -1.093 -4.529 2.869 -0.045 0.079 -0.028 0.10
H -2.114 -3.175 2.278 0.039 -0.030 -0.011 0.08
H -2.089 -4.998 0.774 -0.068 0.027 0.128 0.10
H -2.424 -5.701 -1.544 -0.128 -0.049 -0.017 0.10
H -1.004 -4.789 -3.343 -0.032 -0.038 -0.109 0.10
H 0.836 -3.248 -2.799 0.018 0.044 -0.053 0.11
H 1.710 -2.586 0.661 0.025 0.147 -0.236 0.14
H 3.483 -2.221 -0.771 0.044 -0.021 -0.069 0.12
H 4.352 -1.718 -2.905 0.105 -0.028 0.009 0.11
H 4.256 -0.509 -5.034 0.024 0.025 -0.057 0.09
H 2.148 0.616 -5.720 -0.045 0.028 -0.091 0.09
H 0.179 0.553 -4.222 -0.066 0.088 0.022 0.12
```
Positions in Å, forces in eV/Å.

## Properties
- LUMO level (alpha / beta): 0.05580 / 0.04755 Ha
- Molecular weight: 917.087 g mol⁻¹
- Net charge: -1
- Spin multiplicity: 3
- Frontier orbital gap (alpha / beta): 0.1929 / 0.2248 hartree
- Relative energy (zero: lowest compared OMol25 entry of this formula, charge and spin): 0.0 kcal/mol
- F_max: 1.37 eV Å⁻¹


No. 2
DFT (the ωB97M-V functional and the def2-TZVPD basis) results for one molecule with the formula C21H22NO4P.

Geometry as XYZ:
```
49
Properties=species:S:1:pos:R:3:forces:R:3:lowdin_charge:R:1
C 1.712 2.027 -3.661 -0.231 -0.112 0.002 -0.10
C 0.655 0.937 -3.527 0.381 -0.115 0.287 -0.21
C 1.178 -0.304 -2.804 -0.502 -0.074 -0.713 -0.18
O 1.424 -0.016 -1.438 0.488 0.444 0.055 -0.13
C 2.673 -0.082 -0.906 0.387 0.034 0.345 -0.22
C 3.884 0.061 -1.558 -0.227 -0.016 -0.119 -0.01
C 5.063 0.029 -0.825 0.077 -0.009 0.042 -0.09
C 5.034 -0.136 0.546 0.067 0.004 -0.005 -0.10
C 3.823 -0.287 1.205 -0.147 -0.004 -0.095 -0.02
C 2.643 -0.266 0.483 0.396 0.191 -0.566 -0.23
N 1.383 -0.382 1.057 -0.689 -0.484 -0.116 0.02
P 0.110 -1.153 0.262 -0.238 0.068 1.301 0.54
O 0.331 -2.318 -0.587 -0.047 -0.003 -0.100 -0.20
O -0.929 -0.110 -0.375 0.220 -0.471 -0.076 -0.10
C -1.359 1.008 0.308 -0.298 0.591 0.401 -0.29
C -2.684 1.076 0.716 0.125 -0.201 -0.142 0.00
C -3.140 2.208 1.367 0.014 0.011 0.003 -0.07
C -2.282 3.267 1.613 -0.034 0.079 0.057 -0.09
C -0.963 3.194 1.200 -0.022 0.007 0.020 -0.07
C -0.496 2.067 0.547 0.092 -0.136 -0.181 -0.01
O -0.615 -1.492 1.695 0.285 0.135 -0.468 -0.11
C -1.884 -2.001 1.793 -0.523 -0.144 0.213 -0.30
C -2.483 -1.958 3.048 0.236 0.044 -0.114 -0.01
C -3.765 -2.447 3.215 0.027 0.017 -0.001 -0.09
C -4.457 -2.976 2.138 -0.140 -0.054 -0.024 -0.10
C -3.856 -3.018 0.892 -0.045 0.026 0.048 -0.08
C -2.572 -2.534 0.713 0.211 0.012 -0.085 -0.03
H 2.545 1.682 -4.271 0.128 0.007 -0.056 0.07
H 2.092 2.311 -2.683 0.081 0.072 0.080 0.07
H 1.287 2.910 -4.133 0.043 0.116 -0.032 0.07
H 0.303 0.635 -4.515 -0.081 -0.055 0.005 0.11
H -0.199 1.320 -2.964 -0.094 -0.058 -0.046 0.11
H 2.079 -0.693 -3.286 -0.040 -0.007 0.081 0.13
H 0.415 -1.089 -2.808 0.186 0.029 0.011 0.12
H 3.923 0.206 -2.626 -0.042 0.034 -0.096 0.11
H 6.006 0.141 -1.338 0.078 0.010 -0.043 0.10
H 5.954 -0.155 1.109 0.079 -0.004 0.048 0.10
H 3.793 -0.429 2.275 -0.012 -0.014 0.124 0.11
H 1.382 -0.580 2.047 -0.082 0.048 -0.012 0.12
H -3.340 0.240 0.524 -0.050 -0.086 -0.025 0.12
H -4.170 2.258 1.687 -0.088 -0.001 0.020 0.10
H -2.642 4.147 2.124 -0.029 0.075 0.039 0.10
H -0.290 4.018 1.387 0.061 0.061 0.003 0.10
H 0.528 1.995 0.216 0.090 0.028 -0.035 0.11
H -1.933 -1.539 3.876 0.066 0.057 0.074 0.12
H -4.225 -2.413 4.192 -0.028 0.009 0.080 0.10
H -5.459 -3.355 2.271 -0.079 -0.035 0.009 0.10
H -4.388 -3.432 0.049 -0.027 -0.036 -0.073 0.11
H -2.091 -2.571 -0.251 -0.024 -0.088 -0.128 0.10
```
Positions in Å, forces in eV/Å.

## Properties
- LUMO level: 0.02916 Ha
- Molecular weight: 383.384 g mol⁻¹
- Frontier orbital gap: 0.3316 hartree
- Relative energy (zero: lowest compared OMol25 entry of this formula, charge and spin): 2.7 kcal/mol
- F_max: 1.32 eV Å⁻¹
- SMILES string: CCCOc1ccccc1NP(=O)(Oc1ccccc1)Oc1ccccc1